DFT (wB97M-V/def2-TZVPD) results for a 14-piece molecular cluster, C28H84O14 overall in a non-equilibrium geometry.

Last columns: bonded neighbours and bond lengths (Å).
Cartesian coordinates (Å):
1 C 4.045 -2.361 -3.057  C2 1.515, H4 1.092, H5 1.094, H6 1.089
2 C 3.831 -3.579 -2.181  C1 1.515, O3 1.425, H7 1.098, H8 1.093
3 O 5.079 -4.255 -2.054  C2 1.425, H9 0.958
4 H 3.103 -1.849 -3.267  C1 1.092
5 H 4.416 -2.742 -4.013  C1 1.094
6 H 4.836 -1.720 -2.670  C1 1.089
7 H 3.081 -4.253 -2.618  C2 1.098
8 H 3.384 -3.401 -1.200  C2 1.093
9 H 5.222 -4.843 -2.796  O3 0.958
10 C -3.292 -1.316 4.956  C11 1.532, H13 1.088, H14 1.091, H15 1.095
11 C -2.918 -0.760 3.578  C10 1.532, O12 1.419, H16 1.092, H17 1.096
12 O -2.261 0.471 3.836  C11 1.419, H18 0.968
13 H -4.097 -2.049 4.938  C10 1.088
14 H -3.527 -0.530 5.676  C10 1.091
15 H -2.371 -1.728 5.381  C10 1.095
16 H -3.822 -0.621 2.982  C11 1.092
17 H -2.203 -1.444 3.106  C11 1.096
18 H -2.006 0.849 2.982  O12 0.968
19 C 3.178 2.820 -4.095  C20 1.514, H22 1.096, H23 1.085, H24 1.090
20 C 2.866 3.735 -2.930  C19 1.514, O21 1.481, H25 1.093, H26 1.092
21 O 2.722 2.918 -1.703  C20 1.481, H27 0.966
22 H 3.108 3.471 -4.973  C19 1.096
23 H 2.460 2.010 -4.152  C19 1.085
24 H 4.205 2.471 -3.985  C19 1.090
25 H 1.883 4.206 -3.005  C20 1.093
26 H 3.631 4.468 -2.667  C20 1.092
27 H 3.639 2.750 -1.450  O21 0.966
28 C -0.022 4.342 2.173  C29 1.522, H31 1.092, H32 1.088, H33 1.088
29 C 0.966 3.499 1.380  C28 1.522, O30 1.438, H34 1.097, H35 1.096
30 O 0.896 3.926 0.008  C29 1.438, H36 0.990
31 H 0.352 4.398 3.198  C28 1.092
32 H -1.025 3.922 2.160  C28 1.088
33 H -0.020 5.355 1.776  C28 1.088
34 H 0.776 2.420 1.426  C29 1.097
35 H 1.984 3.651 1.757  C29 1.096
36 H 1.704 3.597 -0.459  O30 0.990
37 C -1.670 1.721 -5.885  C38 1.544, H40 1.092, H41 1.092, H42 1.090
38 C -2.539 1.110 -4.763  C37 1.544, O39 1.414, H43 1.092, H44 1.089
39 O -1.655 0.660 -3.757  C38 1.414, H45 0.969
40 H -2.226 2.234 -6.672  C37 1.092
41 H -1.146 0.938 -6.437  C37 1.092
42 H -0.982 2.435 -5.434  C37 1.090
43 H -2.985 0.196 -5.163  C38 1.092
44 H -3.229 1.905 -4.482  C38 1.089
45 H -2.027 0.658 -2.862  O39 0.969
46 C -2.032 5.274 -2.093  C47 1.533, H49 1.089, H50 1.101, H51 1.090
47 C -1.638 3.794 -2.164  C46 1.533, O48 1.452, H52 1.095, H53 1.087
48 O -1.660 3.250 -0.817  C47 1.452, H54 0.983
49 H -3.025 5.432 -1.675  C46 1.089
50 H -2.153 5.726 -3.090  C46 1.101
51 H -1.210 5.864 -1.687  C46 1.090
52 H -0.582 3.751 -2.450  C47 1.095
53 H -2.343 3.210 -2.751  C47 1.087
54 H -0.831 3.664 -0.492  O48 0.983
55 C -5.555 2.366 2.602  C56 1.493, H58 1.093, H59 1.094, H60 1.091
56 C -4.799 2.579 1.333  C55 1.493, O57 1.434, H61 1.097, H62 1.095
57 O -3.386 2.505 1.563  C56 1.434, H63 0.962
58 H -6.603 2.078 2.488  C55 1.093
59 H -5.605 3.310 3.155  C55 1.094
60 H -5.152 1.632 3.301  C55 1.091
61 H -4.976 3.527 0.810  C56 1.097
62 H -5.056 1.905 0.509  C56 1.095
63 H -2.887 3.087 0.982  O57 0.962
64 C 0.001 -3.862 -3.986  C65 1.517, H67 1.091, H68 1.093, H69 1.089
65 C -0.721 -2.529 -3.921  C64 1.517, O66 1.430, H70 1.099, H71 1.097
66 O 0.208 -1.496 -4.260  C65 1.430, H72 0.972
67 H 0.975 -3.884 -3.496  C64 1.091
68 H 0.243 -4.018 -5.040  C64 1.093
69 H -0.609 -4.667 -3.577  C64 1.089
70 H -1.097 -2.250 -2.927  C65 1.099
71 H -1.607 -2.578 -4.565  C65 1.097
72 H -0.299 -0.673 -4.153  O66 0.972
73 C 1.141 -0.975 -0.197  C74 1.522, H76 1.092, H77 1.091, H78 1.087
74 C 0.280 0.206 -0.619  C73 1.522, O75 1.443, H79 1.091, H80 1.094
75 O -0.798 0.399 0.321  C74 1.443, H81 0.966
76 H 1.866 -0.581 0.519  C73 1.092
77 H 1.769 -1.265 -1.041  C73 1.091
78 H 0.554 -1.766 0.264  C73 1.087
79 H -0.147 0.191 -1.623  C74 1.091
80 H 0.912 1.091 -0.501  C74 1.094
81 H -1.051 1.330 0.274  O75 0.966
82 C 5.531 -2.466 3.435  C83 1.553, H85 1.090, H86 1.088, H87 1.088
83 C 4.391 -2.809 2.437  C82 1.553, O84 1.435, H88 1.085, H89 1.094
84 O 4.223 -1.760 1.472  C83 1.435, H90 0.962
85 H 5.325 -1.444 3.752  C82 1.090
86 H 6.490 -2.475 2.922  C82 1.088
87 H 5.478 -3.174 4.259  C82 1.088
88 H 3.461 -3.007 2.959  C83 1.085
89 H 4.724 -3.675 1.857  C83 1.094
90 H 4.930 -1.915 0.839  O84 0.962
91 C 0.676 -2.092 4.974  C92 1.515, H94 1.094, H95 1.091, H96 1.090
92 C 0.111 -3.075 3.969  C91 1.515, O93 1.448, H97 1.091, H98 1.093
93 O 0.854 -2.949 2.732  C92 1.448, H99 0.958
94 H 0.826 -1.116 4.503  C91 1.094
95 H 1.669 -2.423 5.283  C91 1.091
96 H 0.026 -1.898 5.827  C91 1.090
97 H -0.932 -2.949 3.677  C92 1.091
98 H 0.245 -4.122 4.250  C92 1.093
99 H 1.565 -2.309 2.795  O93 0.958
100 C -2.929 -4.355 -0.658  C101 1.522, H103 1.090, H104 1.092, H105 1.087
101 C -1.905 -4.787 0.381  C100 1.522, O102 1.443, H106 1.097, H107 1.096
102 O -1.350 -6.068 0.013  C101 1.443, H108 0.960
103 H -2.453 -3.906 -1.530  C100 1.090
104 H -3.501 -3.540 -0.209  C100 1.092
105 H -3.583 -5.172 -0.954  C100 1.087
106 H -2.298 -4.944 1.393  C101 1.097
107 H -1.060 -4.088 0.401  C101 1.096
108 H -0.561 -6.207 0.543  O102 0.960
109 C 3.622 1.171 2.992  C110 1.525, H112 1.088, H113 1.098, H114 1.089
110 C 4.665 2.284 2.979  C109 1.525, O111 1.423, H115 1.097, H116 1.089
111 O 4.996 2.786 4.269  C110 1.423, H117 0.964
112 H 3.942 0.252 3.479  C109 1.088
113 H 3.594 0.839 1.946  C109 1.098
114 H 2.605 1.458 3.258  C109 1.089
115 H 4.294 3.076 2.316  C110 1.097
116 H 5.568 1.910 2.499  C110 1.089
117 H 4.152 3.074 4.636  O111 0.964
118 C -4.460 -0.672 0.296  C119 1.512, H121 1.093, H122 1.088, H123 1.091
119 C -3.589 -0.540 -0.932  C118 1.512, O120 1.422, H124 1.096, H125 1.098
120 O -3.378 0.796 -1.370  C119 1.422, H126 0.968
121 H -4.284 -1.614 0.820  C118 1.093
122 H -5.503 -0.499 0.041  C118 1.088
123 H -4.149 0.022 1.080  C118 1.091
124 H -4.045 -1.201 -1.678  C119 1.096
125 H -2.570 -0.945 -0.893  C119 1.098
126 H -2.886 1.207 -0.644  O120 0.968

## Properties
Largest force on an atom: 2.006 eV/Å
Orbital gap: 9.89 eV
ΔE to the lowest compared entry with this formula, charge and spin: 2.639 eV
Charge: 0